[1]
DFT (the ωB97M-V functional and the def2-TZVPD basis) results for a 4-piece molecular cluster, C19H49BN3O2 overall.

```
74
Properties=species:S:1:pos:R:3:mulliken_charge:R:1
N -0.421 -3.768 1.198 -0.45
C -0.571 -2.429 0.964 0.50
N 0.286 -1.574 1.494 -0.20
N -1.599 -2.007 0.163 -0.29
B -2.901 -1.709 0.869 0.40
O -3.405 -2.690 1.661 -0.50
O -3.441 -0.478 0.772 -0.42
H -0.711 -4.140 2.102 0.35
H -0.967 -4.270 0.502 0.24
H 0.521 -0.716 1.013 0.18
H 0.765 -1.805 2.352 0.25
H -1.333 -1.287 -0.503 0.30
H -3.404 -3.557 1.242 0.27
H -3.755 -0.143 -0.069 0.34
C -1.555 2.826 0.966 -1.42
C -0.782 1.984 -0.041 0.85
C 0.712 2.303 -0.102 -0.86
C 1.044 3.730 -0.537 -0.25
C 0.486 4.133 -1.901 -0.53
C 1.025 3.290 -3.052 -1.14
H -1.515 3.884 0.707 0.36
H -2.606 2.539 1.006 0.38
H -1.143 2.712 1.971 0.34
H -1.231 2.090 -1.033 0.34
H -0.899 0.924 0.230 -0.81
H 1.203 1.596 -0.781 0.40
H 1.154 2.133 0.888 0.47
H 2.132 3.842 -0.553 -0.18
H 0.685 4.433 0.218 0.42
H 0.740 5.180 -2.076 0.43
H -0.607 4.087 -1.892 0.27
H 2.115 3.351 -3.100 0.25
H 0.632 3.633 -4.009 0.39
H 0.754 2.237 -2.950 0.26
C 6.307 4.819 -1.845 -1.27
C 5.413 4.610 -0.627 -0.24
C 4.656 5.868 -0.203 -0.49
C 5.542 7.042 0.219 -0.89
C 6.505 6.738 1.365 -0.38
C 5.805 6.347 2.662 -1.17
H 7.086 5.557 -1.650 0.29
H 6.804 3.892 -2.134 0.40
H 5.724 5.166 -2.701 0.30
H 6.011 4.233 0.207 0.26
H 4.683 3.826 -0.854 0.25
H 3.977 5.612 0.616 0.31
H 4.019 6.193 -1.032 0.37
H 4.896 7.876 0.509 0.39
H 6.115 7.395 -0.643 0.35
H 7.119 7.624 1.544 0.37
H 7.199 5.945 1.071 0.24
H 5.129 7.138 2.993 0.30
H 6.526 6.170 3.461 0.38
H 5.218 5.434 2.546 0.26
C -5.910 -8.628 -1.939 -1.20
C -5.704 -8.669 -0.429 -0.36
C -5.914 -7.319 0.254 -0.85
C -4.956 -6.216 -0.203 -0.55
C -3.474 -6.547 -0.025 -0.33
C -3.074 -6.780 1.428 -1.08
H -5.197 -7.964 -2.431 0.28
H -5.785 -9.618 -2.378 0.38
H -6.915 -8.279 -2.184 0.30
H -4.704 -9.054 -0.205 0.22
H -6.404 -9.384 0.009 0.39
H -5.834 -7.449 1.337 0.32
H -6.938 -6.981 0.070 0.39
H -5.193 -5.302 0.357 0.27
H -5.142 -5.981 -1.253 0.37
H -2.884 -5.716 -0.437 0.14
H -3.208 -7.421 -0.623 0.44
H -3.311 -5.902 2.041 0.20
H -2.003 -6.979 1.517 0.36
H -3.592 -7.628 1.873 0.36
```

Summary:
Net charge: +1
Molar mass (g mol⁻¹): 362.432


[2]
DFT (the ωB97M-V functional and the def2-TZVPD basis) results for a 7-piece molecular cluster, C19H50B3FO10 overall.

```
83
Properties=species:S:1:pos:R:3:mulliken_charge:R:1
C 2.280 -1.671 -0.646 -1.11
C 2.726 -0.349 -1.281 1.40
C 3.893 0.214 -0.458 -1.34
C 1.596 0.684 -1.354 -0.46
C 0.255 0.165 -1.924 -0.94
B -1.016 0.531 -1.109 0.39
O -1.007 0.884 0.239 -0.45
B -2.113 0.477 0.954 0.47
O -2.948 -0.496 0.408 -0.25
B -3.045 -0.516 -0.966 0.22
C -3.925 -1.593 -1.712 -0.45
C -5.258 -1.801 -1.087 0.49
O -5.738 -2.803 -0.662 -0.50
F -5.953 -0.635 -1.020 -0.23
O -2.298 0.405 -1.679 -0.08
H 1.520 -1.519 0.128 0.18
H 1.847 -2.350 -1.391 0.40
H 3.142 -2.191 -0.221 0.03
H 3.107 -0.533 -2.295 0.02
H 4.790 -0.370 -0.670 0.19
H 4.063 1.276 -0.644 0.17
H 3.650 0.068 0.602 0.42
H 1.451 1.107 -0.352 0.26
H 1.927 1.510 -1.991 0.00
H 0.116 0.507 -2.956 0.35
H 0.246 -0.934 -1.980 0.28
H -2.407 0.954 1.996 -0.14
H -3.402 -2.556 -1.685 0.30
H -4.024 -1.297 -2.761 0.31
C 4.045 4.969 -3.215 -1.29
C 4.466 3.514 -3.136 0.04
O 3.387 2.621 -3.385 -0.39
H 3.242 5.167 -2.504 0.30
H 4.881 5.632 -2.993 0.36
H 3.674 5.211 -4.214 0.35
H 4.818 3.272 -2.133 0.21
H 5.283 3.318 -3.843 0.22
H 3.047 2.801 -4.267 0.22
C 8.008 0.461 -4.172 -1.19
C 6.716 0.181 -3.427 -0.07
O 6.599 0.952 -2.236 -0.47
H 8.867 0.260 -3.531 0.28
H 8.087 -0.159 -5.066 0.37
H 8.058 1.508 -4.479 0.33
H 6.672 -0.860 -3.109 0.33
H 5.853 0.370 -4.076 0.20
H 6.614 1.881 -2.481 0.23
C -8.507 -3.305 1.290 -0.83
C -8.697 -4.755 1.690 -0.30
O -10.072 -5.136 1.729 -0.52
H -9.041 -2.650 1.980 0.30
H -7.453 -3.034 1.287 0.18
H -8.902 -3.127 0.287 0.32
H -8.314 -4.930 2.694 0.28
H -8.151 -5.411 1.004 0.26
H -10.437 -5.006 0.850 0.29
C -2.098 2.012 6.527 -1.13
C -1.848 1.635 5.078 -0.15
O -2.881 0.821 4.544 -0.45
H -2.199 1.115 7.139 0.27
H -1.280 2.617 6.923 0.36
H -3.023 2.586 6.620 0.31
H -0.931 1.053 4.989 0.30
H -1.734 2.539 4.468 0.24
H -3.703 1.323 4.573 0.22
C 5.437 -3.980 2.118 -1.01
C 5.503 -4.165 0.614 -0.34
O 5.747 -2.938 -0.068 -0.42
H 4.659 -3.261 2.377 0.25
H 5.222 -4.925 2.620 0.36
H 6.385 -3.599 2.502 0.32
H 4.551 -4.532 0.232 0.27
H 6.275 -4.897 0.354 0.32
H 6.589 -2.591 0.240 0.27
C -4.955 3.677 0.866 -1.09
C -5.436 2.524 1.725 0.02
O -5.049 2.670 3.090 -0.46
H -3.870 3.767 0.926 0.26
H -5.237 3.530 -0.177 0.33
H -5.388 4.621 1.206 0.41
H -4.991 1.586 1.394 0.02
H -6.524 2.421 1.657 0.27
H -5.440 3.478 3.434 0.27
```

Summary:
SMILES: CC(C)CCB1OBOB(CC(=O)F)O1.CCO.CCO.CCO.CCO.CCO.CCO
Molar mass (g mol⁻¹): 490.033


[3]
DFT (the ωB97M-V functional and the def2-TZVPD basis) results for C19H50FGaNO4 as an isolated structure.

```
76
Properties=species:S:1:pos:R:3:mulliken_charge:R:1
C -2.644 0.736 -1.130 -0.63
C -3.964 0.844 -1.976 -0.67
C -4.895 -0.324 -1.569 -0.07
F -4.722 -0.607 -0.188 -0.38
Ga -6.899 -0.063 -1.982 0.17
N -7.541 1.754 -1.593 -0.70
H -2.359 -0.328 -1.132 -0.08
H -1.809 1.304 -1.561 0.41
H -2.854 1.014 -0.092 0.23
H -4.412 1.832 -1.805 0.32
H -3.664 0.716 -3.026 0.29
H -4.548 -1.221 -2.117 0.23
H -7.712 -1.063 -0.996 -0.27
H -7.230 -0.511 -3.506 -0.29
H -7.295 1.891 -0.618 0.20
H -6.956 2.375 -2.147 0.18
C -0.223 4.990 1.522 -1.11
C -0.580 3.600 1.022 -0.27
O 0.086 3.242 -0.178 -0.42
C 1.500 3.217 -0.126 0.12
C 2.053 2.239 0.896 -1.09
H -0.448 5.739 0.761 0.26
H -0.789 5.225 2.425 0.44
H 0.838 5.076 1.762 0.26
H -1.647 3.565 0.801 0.35
H -0.399 2.846 1.795 0.31
H 1.893 4.227 0.046 -0.09
H 1.838 2.920 -1.120 0.38
H 1.751 2.495 1.913 0.29
H 3.144 2.232 0.862 0.44
H 1.691 1.229 0.690 0.17
C 0.108 -5.106 0.088 -0.79
C 1.185 -4.521 -0.809 -0.39
O 0.680 -3.788 -1.909 -0.45
C -0.129 -2.665 -1.589 -0.55
C 0.585 -1.614 -0.758 -0.60
H -0.556 -5.755 -0.487 0.26
H 0.559 -5.690 0.893 0.21
H -0.508 -4.331 0.545 0.29
H 1.775 -5.335 -1.235 0.32
H 1.881 -3.904 -0.230 0.29
H -1.052 -2.989 -1.099 0.35
H -0.424 -2.225 -2.542 0.35
H 0.897 -2.002 0.214 0.27
H -0.073 -0.762 -0.582 0.15
H 1.482 -1.263 -1.274 0.31
C 1.891 9.911 0.315 -1.05
C 3.027 8.902 0.333 -0.33
O 2.633 7.593 -0.032 -0.42
C 2.086 7.444 -1.333 -0.08
C 3.039 7.853 -2.442 -1.24
H 1.086 9.590 0.978 0.28
H 2.249 10.889 0.644 0.40
H 1.467 10.031 -0.683 0.27
H 3.418 8.825 1.349 0.33
H 3.859 9.238 -0.295 0.31
H 1.138 7.987 -1.409 0.29
H 1.844 6.386 -1.444 0.24
H 3.309 8.909 -2.383 0.28
H 2.581 7.679 -3.417 0.40
H 3.963 7.275 -2.383 0.32
C 3.444 -8.687 2.388 -1.03
C 2.215 -8.403 3.236 -0.34
O 1.063 -8.082 2.479 -0.41
C 0.612 -9.077 1.574 -0.27
C 0.245 -10.389 2.247 -1.14
H 3.672 -7.831 1.749 0.26
H 4.306 -8.886 3.027 0.39
H 3.303 -9.553 1.740 0.26
H 2.411 -7.535 3.866 0.34
H 2.006 -9.239 3.912 0.31
H 1.354 -9.235 0.784 0.32
H -0.273 -8.666 1.087 0.33
H 1.100 -10.847 2.745 0.27
H -0.132 -11.098 1.509 0.39
H -0.527 -10.226 3.001 0.31
```

Summary:
Net charge: -1
Molar mass (g mol⁻¹): 445.333


[4]
DFT (the ωB97M-V functional and the def2-TZVPD basis) results for C19H51F3KO22P5 as an isolated structure.

```
101
Properties=species:S:1:pos:R:3:mulliken_charge:R:1
K 0.542 -0.141 -0.111 1.12
C 0.800 3.386 1.747 -0.08
O 0.464 4.241 0.590 -0.14
O 0.979 2.178 1.355 -0.47
C 2.023 3.963 2.476 0.62
F 3.158 3.920 1.779 -0.29
F 1.871 5.234 2.882 -0.32
F 2.251 3.264 3.627 -0.23
C 0.010 5.551 0.801 -0.30
C -0.651 6.028 -0.487 -1.16
H -0.010 5.807 -1.342 0.23
H -1.616 5.536 -0.631 0.25
H -0.830 7.107 -0.494 0.39
H 0.815 6.245 1.068 0.27
H -0.714 5.645 1.628 0.29
H -0.068 3.517 2.447 0.01
C 4.017 0.960 1.805 -0.31
O 4.319 -0.393 1.404 -0.30
P 3.466 -1.556 1.947 0.10
O 2.019 -1.496 1.767 0.27
O 4.094 -2.798 1.223 -0.37
C 5.499 -3.059 1.281 -0.73
O 3.930 -1.632 3.461 -0.26
C 3.133 -2.333 4.417 -0.50
H 3.421 1.451 1.043 0.13
H 4.960 1.483 1.938 0.38
H 3.459 0.977 2.739 0.06
H 6.037 -2.258 1.777 0.34
H 5.859 -3.214 0.264 0.24
H 5.648 -4.015 1.789 0.26
H 3.308 -1.868 5.386 0.24
H 3.451 -3.376 4.491 0.27
H 2.074 -2.292 4.173 0.09
C -4.020 1.165 -3.145 -0.61
O -2.800 1.778 -3.500 -0.21
P -1.482 0.901 -3.642 -0.79
O -1.075 0.178 -2.445 1.27
O -0.455 1.963 -4.158 -0.38
C 0.297 2.760 -3.222 -0.75
O -1.734 0.005 -4.903 -0.23
C -2.133 0.588 -6.155 -0.92
H -4.108 0.145 -3.537 0.28
H -4.872 1.730 -3.524 0.33
H -4.151 1.115 -2.061 0.13
H 1.329 2.406 -3.226 0.25
H -0.113 2.731 -2.215 0.31
H 0.311 3.791 -3.572 0.36
H -1.323 0.456 -6.871 0.27
H -2.330 1.653 -6.050 0.40
H -3.016 0.060 -6.503 0.25
C -2.436 -4.537 1.418 -0.59
O -2.825 -4.198 0.072 -0.42
P -2.700 -2.706 -0.372 0.39
O -1.365 -2.139 -0.294 0.34
O -3.750 -1.998 0.559 -0.38
C -3.795 -0.550 0.596 -0.61
O -3.306 -2.708 -1.817 -0.31
C -4.601 -3.249 -2.049 -0.84
H -1.429 -4.159 1.614 0.15
H -2.470 -5.615 1.509 0.32
H -3.098 -4.064 2.146 0.28
H -4.030 -0.252 1.611 0.31
H -4.574 -0.227 -0.093 0.28
H -2.833 -0.135 0.295 0.24
H -5.134 -2.600 -2.742 0.26
H -5.199 -3.305 -1.137 0.37
H -4.503 -4.248 -2.468 0.26
C -0.059 -2.488 -3.584 -0.61
O 0.698 -1.413 -4.150 0.01
P 2.147 -1.171 -3.613 0.47
O 2.329 -1.110 -2.164 -0.05
O 3.012 -2.302 -4.314 -0.41
C 3.624 -3.345 -3.554 -0.62
O 2.534 0.140 -4.362 -0.34
C 2.334 0.269 -5.762 -0.66
H -1.115 -2.214 -3.620 0.08
H 0.143 -2.625 -2.518 0.22
H 0.108 -3.405 -4.147 0.42
H 3.590 -4.231 -4.177 0.28
H 3.112 -3.491 -2.600 0.22
H 4.644 -3.071 -3.277 0.28
H 1.288 0.100 -6.019 0.18
H 2.922 -0.481 -6.302 0.33
H 2.668 1.255 -6.062 0.24
C -3.517 1.443 5.761 -0.72
O -2.116 1.234 5.871 -0.32
P -1.545 -0.162 5.399 0.83
O -2.192 -1.335 5.964 -0.76
O -0.015 -0.068 5.726 -0.37
C 0.726 1.092 5.299 -0.26
O -1.640 -0.009 3.829 -0.04
C -0.843 -0.875 3.013 -0.02
H -3.770 1.746 4.739 0.24
H -3.792 2.264 6.417 0.25
H -4.089 0.553 6.022 0.34
H 1.119 1.618 6.165 0.46
H 0.111 1.790 4.734 0.27
H 1.523 0.761 4.637 -0.18
H -0.184 -1.536 3.567 0.17
H -0.249 -0.252 2.346 -0.22
H -1.505 -1.471 2.378 0.19
```

Summary:
ΔE to the lowest compared entry with this formula, charge and spin (eV): 0.000
Molar mass (g mol⁻¹): 882.557


[5]
DFT (the ωB97M-V functional and the def2-TZVPD basis) results for a 8-piece molecular cluster, C19H51F3O10S overall.

```
84
Properties=species:S:1:pos:R:3:mulliken_charge:R:1
O 11.012 0.631 11.114 -0.30
H 11.825 0.413 11.575 0.44
H 11.125 1.565 10.921 0.41
H 10.251 0.515 11.687 0.41
C 16.969 -1.919 13.285 0.56
F 16.359 -2.911 12.593 -0.24
F 17.661 -2.441 14.297 -0.21
F 17.658 -1.215 12.466 -0.20
S 15.487 -0.844 14.011 1.04
O 14.991 -1.696 15.092 -0.67
O 16.033 0.459 14.502 -0.67
O 14.549 -0.661 12.901 -0.62
C 14.410 -2.374 6.791 -1.29
C 14.507 -1.397 7.939 0.45
C 15.842 -0.651 8.050 -1.23
O 13.559 -0.388 7.751 -0.51
H 14.647 -1.943 5.818 0.29
H 13.495 -2.964 6.740 0.32
H 15.118 -3.187 6.949 0.38
H 14.243 -1.955 8.837 0.28
H 16.688 -1.339 8.064 0.36
H 15.806 0.035 8.895 0.30
H 15.990 -0.051 7.152 0.36
H 13.838 0.120 6.986 0.29
C 13.616 4.789 3.501 -1.22
C 13.574 4.321 4.946 0.29
C 12.227 4.629 5.640 -1.18
O 13.725 3.003 4.964 -0.51
H 12.756 4.314 3.029 0.33
H 14.548 4.515 3.006 0.31
H 13.402 5.858 3.509 0.36
H 14.356 4.878 5.463 0.29
H 12.203 4.257 6.665 0.28
H 11.422 4.038 5.203 0.32
H 12.020 5.694 5.539 0.36
H 13.099 2.584 4.369 0.37
C 13.691 4.984 11.542 -1.32
C 12.334 5.600 11.576 0.63
C 12.208 6.946 10.732 -1.24
O 11.320 4.674 11.223 -0.45
H 13.838 4.490 10.582 0.31
H 13.756 4.336 12.417 0.35
H 14.487 5.716 11.680 0.34
H 12.231 5.829 12.637 0.12
H 12.769 7.739 11.227 0.34
H 11.185 7.290 10.584 0.39
H 12.484 6.835 9.683 0.31
H 10.479 5.138 11.225 0.23
C 7.375 -1.951 7.107 -1.31
C 7.654 -2.563 8.469 0.43
C 9.040 -3.262 8.618 -1.08
O 7.477 -1.611 9.456 -0.53
H 6.318 -1.750 6.933 0.33
H 7.687 -2.648 6.328 0.34
H 7.938 -1.030 6.953 0.33
H 6.862 -3.282 8.677 0.27
H 9.053 -4.129 7.956 0.35
H 9.126 -3.552 9.665 0.32
H 9.826 -2.574 8.306 0.23
H 7.106 -2.087 10.203 0.32
C 9.972 1.643 15.412 -1.24
C 8.476 1.446 15.171 0.49
C 7.608 2.712 15.184 -1.15
O 8.342 0.910 13.855 -0.48
H 10.387 2.502 14.884 0.22
H 10.531 0.747 15.141 0.35
H 10.132 1.798 16.479 0.36
H 8.031 0.717 15.849 0.28
H 7.544 3.299 16.100 0.36
H 6.559 2.454 15.041 0.35
H 7.988 3.375 14.406 0.22
H 7.520 0.417 13.796 0.27
C 6.562 4.096 9.319 -1.22
C 6.427 5.556 9.516 0.54
C 4.973 5.985 9.283 -1.42
O 6.860 5.999 10.766 -0.52
H 6.286 3.550 10.222 0.28
H 7.600 3.874 9.070 0.28
H 5.998 3.741 8.457 0.35
H 7.010 6.014 8.717 0.24
H 4.237 5.763 10.055 0.38
H 4.652 5.685 8.286 0.36
H 4.884 7.071 9.242 0.38
H 6.138 5.801 11.367 0.34
```

Summary:
ΔE to the lowest compared entry with this formula, charge and spin (eV): 6.007
Molar mass (g mol⁻¹): 528.668


Number 1: Kohn-Sham gap 8.225 eV. Number 2: Kohn-Sham gap 10.284 eV. Number 3: Kohn-Sham gap 6.158 eV. Number 4: Kohn-Sham gap 7.422 eV. Number 5: Kohn-Sham gap 6.325 eV.